1.
This record from the Open Molecules 2025 dataset describes 2 unconnected molecules or ions with the total composition CH3BrO2S in a non-equilibrium geometry. The level of theory is ωB97M-V/def2-TZVPD.

- LUMO level (alpha / beta): -0.358 / -3.971 eV
- 2S+1: 1
- Molecular weight: 159.00 g mol⁻¹
- HOMO-LUMO gap (alpha / beta): 11.0 / 4.1 eV

Last column: Mulliken charge in e.
Geometry (Å):
1 C -0.0884 0.4068 0.1108  -0.3222
2 O 2.3246 -0.6489 -1.0652  -0.4354
3 O 0.7508 -0.4365 0.8702  -0.2870
4 S 2.1010 -1.0993 0.2871  0.4631
5 Br -4.1607 -0.0940 0.0298  -0.0154
6 H -1.1038 0.2796 0.4831  0.0722
7 H -0.0446 0.1454 -0.9504  0.2624
8 H 0.2211 1.4470 0.2346  0.2622



2.
This record from the Open Molecules 2025 dataset describes C2H7N2O in the gas phase in a non-equilibrium geometry. The level of theory is ωB97M-V/def2-TZVPD.

- LUMO level (alpha / beta): 0.671 / 0.544 eV
- 2S+1: 2
- Molecular weight: 75.09 g mol⁻¹
- HOMO-LUMO gap (alpha / beta): 4.6 / 11.1 eV

Last column: Mulliken spin population.
Geometry (Å):
1 N -0.2395 1.1329 -1.5993  1.0949
2 C -0.5595 0.8453 -0.2206  0.2499
3 C 0.1772 -0.4203 0.4086  0.3643
4 N -0.0143 -0.6572 1.7876  -0.0290
5 O 0.8499 -1.2736 -0.1669  -0.0535
6 H 0.1631 2.0930 -1.6580  -0.5102
7 H 0.3317 0.4797 -2.0733  0.0210
8 H -0.9953 0.9936 -2.3296  -0.5767
9 H -1.6511 0.7580 -0.0907  0.2103
10 H -0.4360 1.6721 0.3976  0.2319
11 H -0.7446 -0.3305 2.4175  -0.0013
12 H 0.6030 -1.3571 2.2268  -0.0016



> Which value of molecular weight does entry 2 give?

75.09 g mol⁻¹